The following is a DFT calculation (ωB97M-V/def2-TZVPD) of a cluster of 2 separate species, C4H14N in total.

Structure (XYZ):
```
19
Properties=species:S:1:pos:R:3:mulliken_charge:R:1
C 0.5426 -2.9779 -0.5289 -0.547
C -0.1975 -3.8646 0.4509 -0.839
H 0.3381 -1.9105 -0.3208 -0.054
H 0.2387 -3.0497 -1.5709 0.307
H 1.6327 -3.0087 -0.4725 0.297
H -0.2296 -3.5379 1.4863 0.290
H -1.2436 -3.8163 0.1610 0.265
H 0.0456 -4.9092 0.3163 0.288
C 0.2997 3.4756 -0.6531 -0.802
N 0.3193 2.3597 0.4039 -0.238
C -0.8917 1.4823 0.4502 -0.842
H 1.3387 3.6906 -0.8557 0.370
H -0.2191 3.1014 -1.5264 0.336
H -0.1535 4.3349 -0.1801 0.337
H 0.5013 2.8487 1.2793 0.368
H 1.1608 1.8229 0.1975 0.381
H -0.8154 0.8662 1.2839 0.362
H -0.9338 0.9346 -0.4841 0.345
H -1.7332 2.1578 0.5633 0.378
```

As for the HOMO energy: -14.17 eV. As for the gap between HOMO and LUMO: 10.43 eV. The total charge is +1.

***

The following is a DFT calculation (ωB97M-V/def2-TZVPD) of a structure of composition C14H19NO5S3Ti.

Structure (XYZ):
```
43
Properties=species:S:1:pos:R:3:mulliken_charge:R:1
Ti 1.7155 -1.2756 -0.2844 0.509
C 5.2169 0.4053 0.2760 -1.566
C 4.0164 -0.0388 -0.5279 1.022
S 3.8885 -1.7595 -0.8275 -0.354
C 3.0557 0.8532 -0.8824 0.442
C 3.1050 2.2977 -0.4521 -1.442
S 1.5913 0.4087 -1.7598 -0.329
H 5.9080 -0.4229 0.4054 0.445
H 4.9158 0.7604 1.2643 0.300
H 5.7404 1.2173 -0.2300 0.375
H 4.1265 2.6386 -0.2993 0.393
H 2.5575 2.4318 0.4848 0.264
H 2.6336 2.9299 -1.2028 0.399
C -5.2532 2.3947 -1.9839 -1.450
C -4.2216 1.6476 -1.1850 0.958
C -4.5931 0.6123 -0.3349 -0.740
C -3.6496 -0.0558 0.4324 -0.329
C -2.3197 0.3215 0.3401 -0.394
C -1.9206 1.3474 -0.5089 -0.337
C -2.8748 2.0026 -1.2638 -0.907
S -1.1053 -0.5408 1.2800 1.427
O -0.1553 0.4779 1.7574 -0.879
O -1.7952 -1.3137 2.2757 -0.741
N -0.2689 -1.4518 0.2779 0.250
C -0.9763 -2.6205 -0.2368 -0.435
C 0.0467 -3.5001 -0.9391 0.269
O -0.2194 -4.5784 -1.3859 -0.606
O 1.2577 -2.9402 -0.9745 -0.572
H -6.1387 1.7844 -2.1554 0.371
H -4.8537 2.7063 -2.9484 0.370
H -5.5663 3.2942 -1.4496 0.294
H -5.6357 0.3264 -0.2699 0.361
H -3.9328 -0.8533 1.1053 0.483
H -0.8753 1.6205 -0.5660 0.476
H -2.5737 2.8049 -1.9266 0.390
H -1.7504 -2.3505 -0.9634 0.407
H -1.4450 -3.2030 0.5582 0.388
C 2.2227 -1.6946 2.7051 -0.770
O 2.0647 -0.7271 1.6571 0.028
H 1.2714 -2.1868 2.9160 0.296
H 2.5841 -1.1971 3.6037 0.261
H 2.9547 -2.4262 2.3694 0.303
H 1.2514 -0.1472 1.8497 0.373
```

As for the HOMO energy: -8.61 eV. As for the gap between HOMO and LUMO: 8.22 eV.

***

The following is a DFT calculation (ωB97M-V/def2-TZVPD) of a structure of composition C28H40N3OReSSi.

Structure (XYZ):
```
75
Properties=species:S:1:pos:R:3:mulliken_charge:R:1
Re -0.4759 0.2725 0.2529 1.478
C 0.8397 -3.0132 1.3183 -2.462
C 0.6512 -1.5593 1.6236 1.669
C 1.6564 -0.6524 1.2718 0.248
C 2.9799 -1.1192 0.7554 -1.546
C 1.4080 0.7358 1.4613 1.059
C 2.4483 1.7297 1.0137 -1.847
C 0.2768 1.1839 2.2064 1.123
C 0.2333 2.6388 2.6365 -2.322
C -0.6146 0.2246 2.7624 0.616
C -1.6465 0.5807 3.8022 -2.348
C -0.4782 -1.1233 2.3831 1.487
C -1.4547 -2.1516 2.8651 -2.191
H 1.3929 -3.1664 0.3942 0.534
H -0.1006 -3.5449 1.2556 0.435
H 1.4142 -3.4739 2.1296 0.415
H 3.0399 -1.0745 -0.3354 0.299
H 3.1804 -2.1426 1.0596 0.530
H 3.7775 -0.4894 1.1455 0.428
H 2.0227 2.6930 0.7558 0.344
H 3.0055 1.3635 0.1540 0.587
H 3.1579 1.8922 1.8308 0.430
H 0.4799 3.3151 1.8242 0.380
H 0.9725 2.8049 3.4246 0.424
H -0.7223 2.9486 3.0435 0.609
H -1.5572 1.6018 4.1555 0.262
H -1.4943 -0.0694 4.6662 0.588
H -2.6683 0.4128 3.4608 0.546
H -1.8190 -2.7584 2.0381 0.361
H -2.3107 -1.7265 3.3762 0.530
H -0.9509 -2.8331 3.5576 0.351
C 3.8528 1.6746 -3.5783 -0.987
Si 2.1887 2.0711 -4.2826 0.307
C 2.1890 3.5440 -5.3844 -1.131
C 1.4162 0.6010 -5.1035 -1.032
C 1.0777 2.5578 -2.7698 -0.065
C 0.5994 3.8638 -2.6030 0.192
C -0.2424 4.2349 -1.5479 -1.669
C -0.5909 3.2985 -0.6112 -0.186
N -0.0881 2.0447 -0.7007 0.767
C 0.6757 1.6994 -1.7663 0.027
S 0.8683 -0.0590 -1.5620 -0.515
H 4.5685 1.5204 -4.3909 0.396
H 3.8670 0.7651 -2.9690 0.268
H 4.2230 2.5016 -2.9664 0.358
H 2.7955 3.3147 -6.2662 0.356
H 2.6342 4.4340 -4.9308 0.368
H 1.1946 3.8136 -5.7509 0.374
H 2.0179 0.3412 -5.9799 0.392
H 0.4112 0.8443 -5.4598 0.331
H 1.3575 -0.2982 -4.4863 0.336
H 0.8671 4.6204 -3.3330 0.503
H -0.6159 5.2458 -1.4605 0.497
H -1.2244 3.5186 0.2355 0.659
C -2.4346 -3.6647 -0.8125 -1.619
C -2.2659 -2.1836 -0.9043 0.520
O -1.4035 -1.5883 -0.1860 -0.283
N -3.0308 -1.5203 -1.7440 0.048
C -2.9357 -0.0817 -1.8878 -1.451
C -3.4184 0.6558 -0.6685 1.065
C -4.7359 1.0564 -0.5835 -0.830
C -5.1533 1.8667 0.4615 -0.614
C -4.2082 2.2927 1.3768 -1.195
C -2.9096 1.8521 1.2455 -0.647
N -2.5048 0.9991 0.2815 -0.137
H -1.6215 -4.1163 -0.2574 0.266
H -2.4629 -4.0986 -1.8128 0.539
H -3.3813 -3.8954 -0.3182 0.367
H -3.6887 -2.0409 -2.3072 0.332
H -3.5298 0.2096 -2.7508 0.788
H -1.9058 0.1938 -2.1258 -0.245
H -5.4299 0.7608 -1.3609 0.583
H -6.1830 2.1936 0.5330 0.478
H -4.4606 2.9695 2.1826 0.549
H -2.1510 2.1810 1.9311 0.922
```

As for the HOMO energy (spin up / spin down): -17.17 / -17.34 eV. As for the gap between HOMO and LUMO (spin up / spin down): 7.67 / 6.73 eV. As for the spin multiplicity: 2. The total charge is +3.

***

The following is a DFT calculation (ωB97M-V/def2-TZVPD) of a cluster of 2 separate species, C4H11NO in total.

Structure (XYZ):
```
17
Properties=species:S:1:pos:R:3:mulliken_charge:R:1
C -2.2133 0.3543 0.4918 -0.786
C -1.3581 1.0580 1.2614 -0.083
N -0.5950 0.4013 2.3611 -0.457
H -2.7454 0.7370 -0.3771 0.298
H -2.3582 -0.6748 0.6503 0.270
H -1.3091 2.1002 1.1222 0.381
H -0.4589 -0.5925 2.3298 0.191
H -0.6482 0.8278 3.3714 0.207
C 2.3249 -1.1716 -1.5382 -1.086
C 0.8262 -0.8905 -1.2874 0.013
O 0.7133 0.5413 -1.1666 -0.536
H 2.6151 -2.2636 -1.2723 0.302
H 2.4931 -1.0412 -2.5964 0.279
H 2.8742 -0.5090 -0.8863 0.307
H 0.6729 -1.3988 -0.2930 0.122
H 0.0721 -1.2063 -1.9901 0.328
H -0.2263 0.7809 -0.8189 0.250
```

As for the HOMO energy: -8.83 eV. As for the gap between HOMO and LUMO: 9.85 eV. As for the SMILES: C=CN.CCO.

***

The following is a DFT calculation (ωB97M-V/def2-TZVPD) of a cluster of 3 separate species, C4H10N2O2 in total.

Structure (XYZ):
```
18
Properties=species:S:1:pos:R:3:mulliken_charge:R:1
C -0.0838 -1.6867 -0.4889 -1.287
C -0.1990 -0.2037 -0.3942 0.772
C -0.2370 0.8401 -1.2864 -0.607
N -0.0204 2.0410 -0.6712 -0.570
C 0.1189 1.7571 0.6007 -0.260
N 0.0564 0.4224 0.8099 -0.164
H 0.2431 -1.9763 -1.4811 0.312
H 0.6125 -2.0430 0.2613 0.319
H -1.0246 -2.1980 -0.2744 0.340
H -0.4106 0.7179 -2.3448 0.415
H 0.1556 2.5112 1.3700 0.416
H -0.0960 0.0195 1.7244 0.309
O -2.3436 -0.2879 2.0799 -0.655
H -1.9811 0.0703 1.2610 0.338
H -3.1221 0.2383 2.2844 0.294
O 2.7108 -0.4488 -1.2511 -0.644
H 3.5042 -0.0832 -0.8383 0.301
H 2.1167 0.3099 -1.3614 0.371
```

As for the HOMO energy: -8.87 eV. As for the gap between HOMO and LUMO: 9.54 eV. As for the SMILES: Cc1cnc[nH]1.O.O.

***

The following is a DFT calculation (ωB97M-V/def2-TZVPD) of a structure of composition C7H14FO5STl.

Structure (XYZ):
```
29
Properties=species:S:1:pos:R:3:mulliken_charge:R:1
Tl -1.1659 -2.6619 2.3864 1.272
F -1.7834 -3.8495 -0.0061 -0.289
O 1.4654 -1.5807 2.5574 -0.543
C 2.1830 -0.5920 2.4863 0.530
O 2.8913 -0.3861 1.3976 -0.263
C 3.6472 0.8251 1.4529 -0.310
C 3.5838 1.2796 2.9247 -0.593
C 2.5350 0.3847 3.5843 -0.251
H 3.2144 1.5754 0.7817 0.245
H 4.6971 0.7600 1.1761 0.328
H 3.5458 2.3670 3.0096 0.392
H 4.5785 1.1176 3.3468 0.276
H 1.6873 0.9336 3.9879 0.316
H 3.0644 -0.1358 4.3819 0.267
O -2.5630 -1.0107 0.4700 -0.397
S -3.0175 -0.3783 -0.7488 1.036
O -4.1786 0.4319 -0.7597 -0.487
O -1.8106 0.4578 -1.3539 -0.206
C -2.0636 1.1563 -2.5969 -0.312
C -0.8482 1.0502 -3.4825 -1.103
C -3.1902 -1.7290 -1.9512 -0.816
H -2.1896 2.2195 -2.3295 0.317
H -2.9952 0.8592 -3.0858 0.482
H -0.7004 -0.0070 -3.7380 0.313
H 0.0599 1.3443 -2.9583 0.319
H -0.9976 1.5986 -4.4087 0.382
H -2.3239 -2.3907 -1.9677 0.327
H -3.3044 -1.2899 -2.9418 0.365
H -4.0209 -2.3490 -1.6146 0.403
```

As for the HOMO energy: -17.42 eV. As for the gap between HOMO and LUMO: 2.73 eV. The total charge is +2.

***

no.,total energy (hartree),M (g mol⁻¹),strongest force on any atom (eV Å⁻¹)
1,-215.2758,76.163,2.00
2,-3019.9892,425.376,0.57
3,-2095.5965,681.008,2.57
4,-288.9263,89.138,3.85
5,-418.4056,118.136,0.98
6,-1320.9287,433.632,2.02